{"formula": "C7H15N2OS", "method": "ωB97M-V/def2-TZVPD", "species": ["N", "H", "H", "H", "H", "C", "H", "H", "H", "C", "H", "S", "C", "O", "C", "C", "H", "H", "H", "H", "H", "C", "H", "C", "H", "N"], "xyz": [[0.79, -0.29, 0.81], [-1.94, 3.17, -1.00], [3.13, 0.14, -1.31], [0.45, -2.45, -0.43], [-2.63, 1.91, 0.97], [1.38, -0.67, 2.00], [-2.52, 0.11, 0.91], [-0.41, -2.75, 1.08], [1.72, 0.28, 2.44], [1.20, -0.32, -0.29], [-3.74, 1.12, -0.21], [-1.84, -1.68, -0.54], [2.49, -0.71, -1.06], [0.22, -0.02, -1.28], [-0.48, -2.82, -0.01], [-1.25, 2.26, -1.27], [2.32, -1.31, 1.81], [-0.75, -3.91, -0.31], [2.98, -1.40, -0.40], [-0.25, 2.56, -0.99], [2.11, -1.11, -2.08], [-2.71, 1.09, 0.29], [0.64, -1.07, 2.73], [-0.86, -0.09, -0.54], [-1.19, 2.09, -2.32], [-1.65, 0.99, -0.62]], "mulliken_charge": [-0.03, 0.35, 0.36, 0.14, 0.43, -0.98, 0.40, 0.21, 0.39, 0.07, 0.30, 0.07, -1.12, -0.38, -0.55, -0.89, 0.29, 0.40, 0.32, 0.33, 0.32, -0.96, 0.36, 0.66, 0.36, 0.16], "e_above_lowest_ev": 2.1977, "total_charge": 1, "energy_ha": -858.3117, "homo_ev": -13.282, "gap_ev": 9.228}